The following is a quantum chemistry calculation of a cluster of 2 separate species, H4O2 in total, from the Open Molecules 2025 dataset.

The geometry in XYZ format:
```
6
Properties=species:S:1:pos:R:3:nbo_charge:R:1
O -0.859 -0.738 0.624 -0.9556
H -0.769 -1.640 1.005 0.4826
H -1.436 -0.858 -0.165 0.4777
O 1.046 1.476 -0.440 -0.9570
H 1.667 0.890 -0.927 0.4641
H 0.351 0.870 -0.096 0.4883
```

Results
* energy relative to the best compared isomer or geometry (same formula, charge and spin): 2.2 kcal per mole
* structure (SMILES): O.O
* Kohn-Sham gap: 0.42558 hartree
* LUMO: 0.6 eV